89
Properties=species:S:1:pos:R:3:forces:R:3:lowdin_charge:R:1 method="wB97M-V/def2-TZVPD" fmax_ev_per_a=1.9 homo_lumo_gap_ha=0.3264 de_lowest_kj_mol=0.0 multiplicity=1 total_charge=-1
Cl 12.9584 -25.9401 -2.9766 0.6 0.8 -1.5 0.638
O 12.4809 -24.6493 -3.4139 0.2 -0.2 0.1 -0.343
O 11.9612 -26.5550 -2.1594 -0.6 -0.6 1.0 -0.358
O 13.2113 -26.7810 -4.1330 0.0 0.0 0.1 -0.370
O 14.1999 -25.7863 -2.2553 0.0 0.0 0.4 -0.367
Cl 18.7800 -26.9834 -4.9765 0.0 -0.2 -0.2 0.548
C 17.0007 -27.0646 -4.8051 -0.3 0.6 -0.5 -0.655
C 16.4491 -28.4505 -4.5649 -0.6 0.9 1.5 -0.692
Cl 16.6283 -29.4819 -5.9680 0.1 -0.4 -0.2 0.581
H 16.5303 -26.6766 -5.7103 0.4 -0.1 -0.2 0.067
H 16.7761 -26.3018 -4.0615 -0.3 -0.6 0.5 0.051
H 15.3870 -28.3270 -4.3283 -0.1 0.1 -0.5 0.052
H 16.8186 -28.9008 -3.6423 0.6 -0.3 -0.4 0.072
Cl 11.8573 -31.4308 -3.2364 0.4 0.3 0.1 0.506
C 11.9513 -29.7067 -3.7664 -0.6 -0.3 -0.6 -0.643
C 12.3481 -29.5414 -5.2103 1.0 0.3 -0.6 -0.671
Cl 11.4040 -30.5686 -6.3120 -0.2 0.0 -0.2 0.528
H 12.6247 -29.1474 -3.1272 -0.1 0.0 0.1 0.037
H 10.9181 -29.3757 -3.6900 0.1 0.3 0.3 0.048
H 13.3957 -29.7213 -5.4645 0.0 -0.5 0.5 0.052
H 12.2426 -28.5046 -5.5304 -0.5 0.0 0.3 0.060
Cl 16.2555 -23.1899 -6.4632 -0.3 -0.1 0.0 0.531
C 15.0826 -23.4040 -5.1292 0.2 -0.2 0.7 -0.664
C 15.2345 -22.3278 -4.0845 -0.8 0.2 0.3 -0.643
Cl 14.4026 -20.7963 -4.5511 0.3 0.0 -0.2 0.508
H 15.2789 -24.3537 -4.6277 0.3 0.0 -0.2 0.047
H 14.0594 -23.4925 -5.4825 0.1 0.3 -0.3 0.072
H 16.2607 -22.0913 -3.8248 0.1 0.0 -0.2 0.065
H 14.6960 -22.6306 -3.1877 0.1 -0.2 0.0 0.060
C 11.5286 -24.3441 1.1275 0.8 -0.6 -0.7 -0.146
O 10.9555 -25.5468 0.6190 -0.3 0.3 0.1 -0.143
H 11.1878 -24.2067 2.1473 0.0 0.1 0.1 0.073
H 12.6152 -24.4757 1.0843 0.1 0.2 0.5 0.074
H 11.3364 -23.4567 0.5187 -0.5 0.0 0.0 0.076
H 11.4290 -25.7885 -0.1860 -0.1 0.0 -0.2 0.029
C 14.6684 -29.1617 -0.7461 -0.4 0.7 0.3 -0.138
O 14.3744 -28.2544 0.3149 0.1 0.1 0.0 -0.129
H 15.2195 -29.9768 -0.2893 0.0 -0.2 -0.2 0.080
H 13.7279 -29.4865 -1.1926 0.1 -0.5 -0.1 0.061
H 15.2677 -28.6808 -1.5231 0.1 0.0 0.0 0.063
H 13.7986 -27.5644 -0.0342 0.1 0.0 -0.1 0.052
C 3.1109 -28.4262 -4.9387 0.2 -0.4 0.4 -0.111
O 4.1593 -28.5607 -3.9961 0.1 -0.1 -0.3 -0.182
C 5.1660 -27.5961 -4.1340 1.0 0.1 -0.3 -0.254
C 6.4037 -27.9533 -3.3039 -0.4 0.5 0.7 -0.206
N 7.3425 -26.8541 -3.4480 -0.9 0.3 -0.1 -0.081
C 8.5701 -26.8904 -2.6733 0.6 -0.4 -0.7 -0.193
C 8.4235 -27.0956 -1.1729 -0.7 0.5 0.0 -0.208
O 8.4650 -28.4602 -0.8159 0.0 -0.4 0.2 -0.187
C 9.7348 -28.9669 -0.5179 1.0 1.0 1.1 -0.112
H 2.2705 -27.8873 -4.4946 0.0 0.2 -0.1 0.082
H 2.7860 -29.4382 -5.1834 -0.1 0.1 -0.1 0.083
H 3.4501 -27.9368 -5.8535 0.0 0.1 0.0 0.081
H 4.7966 -26.5818 -3.9476 0.0 0.0 0.5 0.125
H 5.5761 -27.5442 -5.1603 -0.5 -0.2 -0.2 0.116
H 6.8113 -28.9165 -3.6424 -0.1 -0.1 0.1 0.127
H 6.1464 -28.0224 -2.2430 -0.1 -0.3 -0.1 0.116
H 7.4955 -26.7544 -4.4457 0.6 0.3 0.2 0.105
H 9.1511 -25.9903 -2.8782 -0.2 0.2 0.1 0.115
H 9.2170 -27.6962 -3.0560 0.1 -0.2 0.3 0.107
H 7.4580 -26.7709 -0.7699 -0.1 0.2 -0.5 0.125
H 9.1395 -26.4469 -0.6604 0.4 -0.5 0.2 0.099
H 10.4673 -28.8398 -1.3225 -0.3 -0.6 -0.4 0.064
H 9.6394 -29.9572 -0.0814 -0.1 -0.3 -0.7 0.088
H 10.2309 -28.4055 0.2987 -0.4 0.2 0.0 0.087
C 21.6099 -21.7460 -4.2874 0.8 -0.9 0.1 -0.108
O 21.1199 -22.9419 -3.7284 -0.7 0.0 0.2 -0.197
C 22.0969 -23.8426 -3.2671 0.3 0.4 -0.3 -0.247
C 21.4428 -25.0813 -2.7184 1.0 -0.3 1.0 -0.213
N 20.7788 -24.7772 -1.4335 -0.5 0.3 -1.0 -0.041
C 19.7633 -25.7717 -1.1585 -0.6 -0.5 0.0 -0.241
C 18.9055 -25.4605 0.0384 -0.4 0.7 0.3 -0.211
O 18.1452 -24.2508 -0.1375 0.4 -0.7 0.0 -0.195
C 16.8215 -24.5349 -0.5562 -0.4 1.3 0.8 -0.118
H 22.2134 -21.9801 -5.1765 -0.2 0.1 -0.2 0.085
H 22.3140 -21.2663 -3.5953 -0.3 0.3 0.1 0.086
H 20.7425 -21.1460 -4.5335 0.1 0.3 0.0 0.088
H 22.6914 -23.3841 -2.4648 0.0 0.1 0.1 0.124
H 22.7958 -24.0600 -4.0856 0.0 -0.3 0.0 0.121
H 22.2569 -25.7611 -2.4391 0.1 -0.1 -0.3 0.118
H 20.8473 -25.6257 -3.4551 -0.4 0.4 0.0 0.078
H 20.3226 -23.8754 -1.5627 -0.2 -0.1 0.2 0.106
H 20.2453 -26.7413 -0.9872 0.1 0.0 0.0 0.126
H 19.0542 -25.9392 -1.9882 0.3 0.1 -0.2 0.101
H 19.5218 -25.3408 0.9339 -0.1 0.1 0.0 0.121
H 18.1601 -26.2425 0.1991 0.4 -0.4 0.1 0.114
H 16.2519 -25.1023 0.1893 0.4 -0.6 -0.2 0.088
H 16.7588 -24.9724 -1.5502 -0.1 -0.1 0.0 0.071
H 16.3165 -23.5655 -0.4987 0.0 0.0 -0.7 0.089

90
Properties=species:S:1:pos:R:3:forces:R:3:lowdin_charge:R:1 method="wB97M-V/def2-TZVPD" fmax_ev_per_a=3.7 homo_lumo_gap_ha=0.3725 smiles="CCOS(C)(=O)=O.CCOS(C)(=O)=O.CCOS(C)(=O)=O.CCOS(C)(=O)=O.CC#N.CC#N.CCO.CCO" de_lowest_kj_mol=303.3 multiplicity=1 total_charge=0
C 0.3228 17.5563 48.4573 2.1 -1.5 0.7 -0.101
C -0.5772 18.6750 48.2154 -0.2 0.4 -0.5 -0.333
O -1.7834 18.4523 48.9933 -1.0 2.2 1.0 -0.271
S -2.3278 19.7879 49.9972 1.9 -1.9 -0.4 0.709
C -2.5208 21.0042 48.6283 -0.9 -0.1 1.7 -0.107
O -3.5705 19.3892 50.6380 1.5 0.5 -1.6 -0.289
O -1.2110 20.1589 50.8688 -1.6 -0.2 -1.7 -0.303
H -0.0119 16.6157 48.0198 -0.5 0.0 0.2 0.087
H 0.5831 17.3946 49.5033 -0.2 0.0 0.1 0.089
H 1.2720 17.7195 47.9470 0.1 0.3 -0.1 0.087
H -0.1106 19.6542 48.3239 -0.1 0.0 0.9 0.107
H -0.6616 18.6100 47.1306 -1.5 0.3 -0.2 0.119
H -1.5480 21.2772 48.2192 -0.3 -0.2 0.1 0.064
H -2.9877 21.8148 49.1879 0.3 0.5 -0.2 0.063
H -3.2859 20.6881 47.9193 0.4 -0.4 0.0 0.075
C 6.6679 24.2721 43.2476 -0.9 0.9 -0.7 -0.058
C 5.1161 24.4718 43.0597 1.0 -1.6 0.6 -0.266
O 4.6747 25.6270 42.3379 0.7 0.6 -1.0 -0.278
S 5.1355 25.6646 40.7497 -0.9 -0.3 0.2 0.695
C 3.6978 26.7526 40.1119 0.6 -0.9 0.7 -0.082
O 6.4101 26.3703 40.6614 -2.0 -1.0 -0.2 -0.300
O 4.9714 24.2957 40.2396 0.5 2.3 0.5 -0.314
H 7.2233 24.5117 42.3409 -0.1 -0.2 -0.1 0.057
H 6.9060 23.2538 43.5552 -0.2 0.1 0.0 0.078
H 7.0188 24.9845 43.9942 0.0 -0.1 0.1 0.073
H 4.6145 23.6196 42.6013 0.4 -0.2 -0.2 0.103
H 4.7498 24.4807 44.0863 -0.6 0.8 -0.2 0.114
H 3.8840 27.7865 40.4027 0.3 -0.2 -0.3 0.061
H 2.7463 26.4464 40.5466 0.4 -0.3 0.5 0.057
H 3.5417 26.5835 39.0465 0.8 0.2 0.0 0.060
C 6.6638 15.9301 33.1987 0.0 -0.9 0.2 -0.072
C 7.7896 16.5534 32.3523 -1.0 0.9 1.1 -0.251
O 9.0527 16.2326 33.0081 1.5 0.5 -0.5 -0.285
S 10.3879 17.2607 32.9288 -2.6 1.9 1.9 0.673
C 10.9832 17.0886 31.2395 -0.2 -0.1 1.6 -0.110
O 9.8587 18.6423 33.1395 1.3 -3.1 -0.9 -0.329
O 11.3491 16.7433 33.8817 -1.1 0.2 -1.4 -0.293
H 6.9911 14.9341 33.4970 0.2 0.1 0.6 0.076
H 5.6796 15.7005 32.7905 0.2 0.4 -1.2 0.073
H 6.3589 16.5503 34.0416 0.8 -0.1 0.3 0.078
H 7.7573 16.2480 31.3065 0.3 -0.1 0.1 0.115
H 7.6200 17.6240 32.4672 0.4 0.2 -0.6 0.104
H 11.1335 16.0193 31.0914 -0.2 0.2 -0.3 0.075
H 11.9470 17.5895 31.3304 -0.1 0.2 -0.5 0.072
H 10.2271 17.5933 30.6381 0.4 -0.2 -0.3 0.073
C 0.6797 14.6447 40.9318 -0.6 0.6 -0.3 -0.063
C 1.5109 15.4633 41.9506 -1.1 -0.7 -0.1 -0.229
O 1.9285 16.7133 41.3154 1.2 0.0 -0.4 -0.285
S 3.5123 17.0165 41.2159 -0.9 0.8 -0.7 0.614
C 3.5688 18.2386 39.8110 -0.8 -0.6 0.4 -0.098
O 3.8909 17.6702 42.4420 0.2 -0.4 -0.8 -0.290
O 4.1245 15.8078 40.7552 0.5 0.1 0.3 -0.293
H -0.2842 14.2543 41.2583 0.1 0.2 0.6 0.074
H 1.1886 13.7812 40.5035 0.4 0.2 0.2 0.072
H 0.4232 15.2997 40.0992 0.1 0.0 -0.1 0.073
H 1.0137 15.8524 42.8391 -0.5 -0.5 -0.2 0.120
H 2.2397 14.7306 42.2972 1.0 0.9 -0.1 0.113
H 3.0992 17.8389 38.9123 0.0 -0.6 0.3 0.062
H 4.5986 18.4555 39.5273 0.0 0.0 0.6 0.067
H 2.9814 19.1248 40.0515 0.4 0.0 0.4 0.062
C -1.7133 9.6400 37.4861 -0.5 -0.4 0.4 -0.079
C -2.4898 10.8409 37.6983 -1.2 2.9 -0.3 -0.295
N -3.0866 11.8286 37.8736 1.1 -2.1 -0.3 0.121
H -1.2844 9.4938 36.4947 0.1 0.6 0.1 0.085
H -2.4454 8.8418 37.6090 0.4 -0.4 0.3 0.083
H -0.9637 9.6497 38.2773 0.1 -0.5 -0.2 0.086
C -5.3440 16.0928 46.9119 -0.4 -0.4 -0.2 -0.071
C -4.4294 15.5509 45.9551 1.0 -0.6 -1.4 -0.318
N -3.7240 15.1035 45.1637 -0.2 0.2 0.3 0.125
H -5.4884 17.1463 46.6726 0.1 0.0 0.7 0.088
H -4.9376 15.8017 47.8804 -0.4 0.7 0.3 0.092
H -6.2848 15.5739 46.7279 -0.2 0.1 0.3 0.087
C 1.4378 22.6172 33.8813 -1.6 -1.1 0.5 -0.096
C 2.3714 21.8835 34.8011 2.0 0.6 0.0 -0.332
O 3.0639 20.8116 34.1615 -0.6 -0.4 -0.2 -0.089
H 0.7502 21.8527 33.5196 0.0 -0.1 -0.5 0.074
H 1.8553 23.1364 33.0187 0.3 0.1 0.3 0.078
H 0.7456 23.2241 34.4650 0.4 0.6 -0.1 0.074
H 1.9511 21.5068 35.7336 -0.4 -0.1 -0.4 0.115
H 3.1915 22.5358 35.1012 -0.2 0.6 0.4 0.102
H 3.4118 21.1937 33.3525 0.2 -0.2 -0.1 0.074
C 10.1090 17.6856 38.7177 0.4 -1.0 0.0 -0.083
C 9.6525 16.2364 38.6513 -0.6 -0.2 -1.2 -0.333
O 10.7266 15.3141 38.4938 0.1 -0.1 1.1 -0.083
H 9.2457 18.3473 38.6468 0.3 0.2 0.0 0.074
H 10.8198 17.8107 37.9009 -0.2 0.5 -0.2 0.069
H 10.6974 17.8259 39.6244 -0.3 0.3 0.2 0.073
H 9.0076 16.0372 37.7954 -0.2 0.6 -0.4 0.100
H 8.9580 15.9842 39.4527 0.8 -0.4 0.6 0.109
H 11.1338 15.4516 37.6353 -0.1 0.1 -0.1 0.077

90
Properties=species:S:1:pos:R:3:forces:R:3:lowdin_charge:R:1 method="wB97M-V/def2-TZVPD" fmax_ev_per_a=9.7 homo_lumo_gap_ha=0.2032 de_lowest_kj_mol=726.1 multiplicity=1 total_charge=+1
N 3.0704 0.9354 -4.3252 -2.5 0.9 -1.6 0.015
C 2.9110 2.2484 -5.1227 4.2 -1.7 -1.0 -0.217
N 2.0106 3.2568 -4.4971 3.3 1.6 0.4 -0.053
N 0.6652 3.1170 -4.5645 -5.4 -5.4 -3.5 0.007
C 0.1918 2.0417 -5.2407 0.9 -1.3 1.7 -0.432
S -0.3126 0.4664 -5.7634 1.7 6.3 1.7 0.806
H 2.7784 0.2028 -5.0399 0.4 0.9 1.6 0.085
H 2.3433 0.8938 -3.5531 1.1 -0.1 -1.2 0.097
H 4.0108 2.7185 -5.0819 -2.6 -0.6 0.0 0.164
H 2.7445 2.0474 -6.2829 -0.4 0.7 2.6 0.168
H 2.2824 3.3343 -3.4703 -0.3 -0.1 -1.1 0.223
H 2.2631 4.2076 -4.9046 -0.3 -1.1 0.5 0.218
O 5.0520 0.7539 1.6006 0.6 2.6 3.8 -0.238
P 4.5022 2.2008 1.5583 -2.6 -2.2 -8.7 0.744
O 2.9942 1.7636 1.0160 -0.2 0.0 0.9 -0.243
C 2.1955 0.8885 1.7876 -0.5 -0.4 0.1 -0.307
C 1.3699 1.6536 2.8024 -0.1 0.1 0.1 -0.077
O 5.1527 2.5711 0.0709 0.3 0.9 1.2 -0.242
C 6.3333 1.9126 -0.3696 0.3 -0.3 -0.2 -0.306
C 5.9856 0.7042 -1.2215 -0.1 -0.1 -0.2 -0.078
O 3.8879 3.8174 1.5110 2.5 -1.0 2.6 -0.206
C 3.4311 4.4330 2.6994 -0.5 0.7 0.4 -0.312
C 4.2314 4.0813 3.9376 0.2 0.2 -0.1 -0.085
H 2.8001 0.1260 2.2868 0.1 0.0 -0.1 0.108
H 1.5244 0.3726 1.0956 0.1 0.0 -0.1 0.115
H 2.0078 2.0647 3.5882 -0.1 0.0 0.1 0.064
H 0.6348 0.9971 3.2748 0.1 0.1 0.0 0.082
H 0.8408 2.4876 2.3272 0.0 -0.2 0.0 0.081
H 6.9692 1.6428 0.4801 -0.2 -0.1 -0.2 0.107
H 6.9047 2.6276 -0.9719 -0.2 0.1 0.1 0.115
H 5.2432 0.0605 -0.7465 0.2 0.1 0.2 0.070
H 6.8788 0.1072 -1.4302 -0.1 0.1 0.0 0.082
H 5.5503 1.0221 -2.1745 0.1 0.0 0.0 0.056
H 2.3731 4.2015 2.8371 0.0 -0.1 0.1 0.096
H 3.4894 5.5161 2.5394 0.1 -0.2 -0.1 0.124
H 4.2309 3.0037 4.1271 -0.1 -0.1 0.1 0.064
H 3.8145 4.5825 4.8159 0.1 -0.1 -0.1 0.092
H 5.2754 4.3889 3.8206 -0.1 0.0 0.0 0.088
O -2.7673 2.2436 9.4462 -3.8 1.4 -2.3 -0.239
P -2.6296 2.3543 7.9080 9.2 -2.7 1.5 0.740
O -1.9731 0.8407 7.7151 -1.1 -0.2 -0.1 -0.229
C -2.7010 -0.2994 8.1268 0.0 -0.6 0.1 -0.304
C -3.6145 -0.7929 7.0227 -0.1 -0.1 -0.1 -0.083
O -1.1930 3.1955 7.9403 -1.4 0.6 -0.8 -0.232
C -0.8786 4.0176 9.0569 0.2 0.1 0.5 -0.307
C -0.0401 3.2521 10.0656 0.2 -0.1 0.1 -0.077
O -2.4758 2.4780 6.1892 -3.0 1.7 1.6 -0.205
C -3.5992 2.2448 5.3623 -0.2 -0.2 -0.8 -0.317
C -4.9131 2.7417 5.9315 0.1 0.3 -0.1 -0.090
H -3.2757 -0.1037 9.0364 0.1 0.1 0.0 0.106
H -1.9707 -1.0782 8.3623 0.0 0.1 0.0 0.120
H -4.4386 -0.0941 6.8621 -0.1 0.0 0.0 0.059
H -4.0427 -1.7644 7.2821 0.0 0.1 0.0 0.080
H -3.0678 -0.8919 6.0778 0.0 0.0 0.2 0.080
H -1.7887 4.4253 9.5092 0.2 -0.2 0.0 0.104
H -0.3049 4.8739 8.6849 -0.1 -0.2 -0.2 0.114
H -0.4698 2.2791 10.3103 -0.2 0.2 0.0 0.070
H 0.0705 3.8247 10.9917 0.0 0.0 -0.1 0.079
H 0.9571 3.0530 9.6597 -0.1 0.1 0.0 0.076
H -3.6520 1.1806 5.1244 -0.1 -0.1 0.1 0.095
H -3.4092 2.7616 4.4143 0.1 0.0 0.2 0.120
H -5.1373 2.2776 6.8966 0.0 -0.2 0.0 0.063
H -5.7348 2.5168 5.2455 0.1 0.0 0.1 0.088
H -4.8771 3.8238 6.0932 0.0 -0.1 -0.1 0.087
O -3.5514 -4.7030 -5.7366 -1.9 0.3 -4.2 -0.240
P -2.5762 -4.6605 -6.9385 6.8 -0.5 6.5 0.744
O -1.6509 -5.9369 -6.4154 -0.8 -0.3 -0.6 -0.226
C -2.2451 -7.2060 -6.2270 0.0 -0.6 0.3 -0.302
C -2.2374 -8.0094 -7.5122 0.1 -0.1 -0.1 -0.079
O -1.6178 -3.4482 -6.3187 -0.7 0.6 -1.2 -0.233
C -2.1717 -2.4983 -5.4174 -0.2 -0.4 0.3 -0.324
C -1.9400 -2.9274 -3.9790 0.2 0.1 0.2 -0.069
O -1.4866 -4.6131 -8.2815 -3.7 1.1 -0.5 -0.200
C -1.8558 -5.2081 -9.5102 0.3 -0.4 -0.9 -0.310
C -3.3230 -5.0652 -9.8625 0.1 0.3 0.0 -0.088
H -3.2638 -7.1202 -5.8386 0.1 0.1 0.0 0.106
H -1.6506 -7.7298 -5.4736 0.0 0.2 0.0 0.121
H -2.9341 -7.5837 -8.2379 -0.1 -0.1 0.0 0.060
H -2.5387 -9.0427 -7.3225 0.0 0.1 0.0 0.083
H -1.2394 -8.0129 -7.9653 -0.1 0.0 0.2 0.083
H -3.2338 -2.3347 -5.6278 0.2 -0.1 0.1 0.110
H -1.6678 -1.5418 -5.5953 0.0 -0.2 -0.1 -0.006
H -2.2337 -3.9635 -3.8018 -0.2 0.1 -0.2 0.077
H -2.4975 -2.2866 -3.2888 0.1 0.0 -0.1 0.081
H -0.8760 -2.8638 -3.7288 -0.1 0.1 0.0 0.075
H -1.5543 -6.2575 -9.5031 -0.1 -0.1 0.1 0.098
H -1.2582 -4.7230 -10.2909 0.0 0.0 0.2 0.124
H -3.9678 -5.5084 -9.0977 0.0 -0.2 0.1 0.064
H -3.5358 -5.5579 -10.8156 0.0 0.1 0.2 0.091
H -3.5974 -4.0087 -9.9446 0.0 -0.1 -0.1 0.086